[1]
Density functional theory data (ωB97M-V/def2-TZVPD) for an isolated molecule of C15H19NO6.

Structure (XYZ):
```
41
Properties=species:S:1:pos:R:3:mulliken_charge:R:1
C 0.309 2.177 -2.654 -1.0997
C -1.039 1.738 -2.102 -0.3464
O -0.912 0.613 -1.223 -0.2463
C -0.578 0.866 0.042 -0.0849
O -0.374 1.959 0.489 -0.5917
C -0.512 -0.420 0.863 0.4646
C -1.792 -1.219 0.649 0.2865
O -1.849 -2.385 0.360 -0.6279
O -2.850 -0.443 0.841 -0.2041
C -4.137 -1.051 0.672 -0.2336
C -5.197 0.008 0.908 -1.2166
C 0.771 -1.235 0.586 -0.0086
C 0.770 -1.849 -0.816 -1.6258
N 2.058 -2.507 -1.095 1.2505
O 2.567 -3.148 -0.210 -0.6165
O 2.507 -2.373 -2.209 -0.6377
C 1.970 -0.345 0.846 -0.0737
C 2.579 0.395 -0.158 0.2619
C 3.649 1.224 0.133 -1.0827
C 4.122 1.325 1.429 -0.4463
C 3.521 0.589 2.435 -0.7982
C 2.454 -0.239 2.144 -0.2173
H 0.789 1.360 -3.186 0.2802
H 0.163 3.004 -3.342 0.4285
H 0.953 2.507 -1.842 0.2739
H -1.701 1.395 -2.900 0.3430
H -1.508 2.559 -1.551 0.3732
H -0.492 -0.102 1.911 0.7076
H -4.229 -1.877 1.385 0.2990
H -4.199 -1.464 -0.340 0.3217
H -5.078 0.821 0.197 0.2998
H -5.107 0.410 1.913 0.3155
H -6.183 -0.431 0.787 0.3975
H 0.791 -2.060 1.306 0.6948
H 0.582 -1.120 -1.604 0.4531
H -0.007 -2.619 -0.859 0.6052
H 2.236 0.333 -1.179 0.4607
H 4.114 1.791 -0.660 0.4064
H 4.957 1.972 1.652 0.3977
H 3.887 0.658 3.449 0.3992
H 1.993 -0.817 2.932 0.4372
```

- Energy above the lowest of the compared OMol25 structures with the same formula, charge and spin: 317.9 kJ/mol
- HOMO-LUMO gap: 10.01 eV
- Total energy: -1089.12552 Ha
- SMILES string: CCOC(=O)C(C(=O)OCC)[C@@H](C[N+](=O)[O-])c1ccccc1

[2]
Density functional theory data (ωB97M-V/def2-TZVPD) for a cluster of 2 separate species, C4H11NO3 in total in a non-equilibrium geometry.

Structure (XYZ):
```
19
Properties=species:S:1:pos:R:3:mulliken_charge:R:1
C 0.708 0.206 -0.719 -1.0306
O 1.100 -0.499 -1.842 -0.6090
C -0.698 -0.443 -0.189 0.8904
C -1.095 -0.097 1.227 -0.7968
C -0.645 1.245 1.924 -0.3418
O -0.402 1.104 3.267 -0.9636
N -1.644 0.061 -1.210 -0.7935
H 0.318 1.192 -1.054 0.3546
H 1.370 0.272 0.139 0.3752
H -0.637 -1.542 -0.268 0.1811
H -0.561 -0.810 1.866 0.2116
H -2.185 -0.192 1.345 0.2871
H 0.255 1.668 1.432 0.1529
H -1.522 1.959 1.859 0.1290
H -1.183 0.128 -2.093 0.2362
H -2.495 -0.484 -1.183 0.1875
H 3.684 -1.841 -1.019 0.1562
H 2.152 -0.767 -1.796 0.4169
O 3.481 -1.159 -1.684 -1.0432
```

- Energy above the lowest of the compared OMol25 structures with the same formula, charge and spin: 107.2 kJ/mol
- HOMO-LUMO gap: 6.22 eV
- Total energy: -439.35611 Ha
- Net charge: -2

[3]
Density functional theory data (ωB97M-V/def2-TZVPD) for a structure of composition C44H56Br2N2OP2ReSi4Te in a non-equilibrium geometry.

Structure (XYZ):
```
113
Properties=species:S:1:pos:R:3:lowdin_spin:R:1
Re 0.167 -0.375 0.647 0.8399
C -3.405 -2.146 2.627 -0.0002
N -2.263 -1.615 1.891 0.0032
P -2.097 -0.019 1.191 0.0124
C -2.928 0.081 -0.484 0.0037
C -3.695 -1.410 -2.411 0.0007
C -4.355 -0.325 -3.223 0.0003
C -4.679 0.927 -2.897 0.0000
C -4.437 1.684 -1.691 0.0004
C -3.680 1.363 -0.641 0.0004
C -3.170 0.980 2.268 0.0039
C -4.542 0.757 2.148 0.0004
C -5.429 1.489 2.909 0.0002
C -4.957 2.456 3.784 -0.0004
C -3.596 2.675 3.909 -0.0001
C -2.700 1.932 3.158 -0.0033
P -0.610 -2.082 2.030 0.0138
C -0.200 -2.613 3.727 0.0028
C 0.773 -1.937 4.451 -0.0011
C 1.183 -2.410 5.686 0.0000
C 0.608 -3.553 6.214 -0.0004
C -0.370 -4.230 5.501 0.0001
C -0.756 -3.779 4.252 0.0003
C -0.388 -3.648 1.154 0.0040
C 0.930 -4.100 1.093 0.0010
C 1.230 -5.268 0.422 -0.0001
C 0.214 -5.989 -0.188 0.0006
C -1.094 -5.539 -0.131 0.0003
C -1.402 -4.363 0.533 0.0005
H -4.263 -2.277 1.965 0.0004
H -3.695 -1.488 3.447 0.0002
H -3.140 -3.112 3.052 -0.0001
H -4.292 -2.316 -2.590 0.0002
H -4.619 -0.646 -4.223 0.0000
H -5.194 1.495 -3.661 0.0000
H -4.894 2.665 -1.682 0.0001
H -3.545 2.106 0.135 0.0000
H -4.911 0.030 1.440 0.0000
H -6.489 1.314 2.810 0.0000
H -5.654 3.048 4.356 0.0000
H -3.236 3.436 4.584 0.0000
H -1.635 2.110 3.243 -0.0036
H 1.215 -1.041 4.035 0.0001
H 1.958 -1.891 6.230 0.0000
H 0.924 -3.927 7.176 0.0000
H -0.823 -5.122 5.908 0.0000
H -1.473 -4.345 3.677 0.0000
H 1.708 -3.521 1.582 -0.0001
H 2.247 -5.627 0.379 0.0000
H 0.445 -6.905 -0.708 0.0000
H -1.879 -6.112 -0.599 0.0000
H -2.423 -4.011 0.578 0.0001
C -3.680 -1.189 -0.896 0.0001
C -2.336 -1.663 -3.034 0.0040
C -2.264 -2.091 -4.379 -0.0033
C -1.050 -2.235 -4.991 0.0030
C 0.131 -1.973 -4.267 -0.0009
C 1.447 -2.040 -4.783 0.0190
Br 1.737 -2.575 -6.585 0.0049
C 2.540 -1.728 -4.004 -0.0034
C 2.356 -1.326 -2.684 0.0188
Br 3.814 -0.830 -1.566 0.0045
C 1.089 -1.238 -2.116 -0.0011
O 0.890 -0.834 -0.913 0.0588
C -0.045 -1.574 -2.921 0.0054
N -1.249 -1.423 -2.342 0.0009
H -4.715 -1.153 -0.545 0.0000
H -2.067 0.128 -1.169 0.0014
H -3.190 -2.055 -0.437 0.0000
H -3.169 -2.298 -4.927 -0.0002
H -0.988 -2.528 -6.030 0.0003
H 3.535 -1.783 -4.418 -0.0005
C 5.649 0.907 2.676 0.0003
Si 4.638 0.316 4.187 0.0153
C 4.311 -1.565 4.011 0.0006
C 5.437 0.737 5.865 0.0087
Si 2.527 1.711 4.344 0.0374
Te 0.986 1.288 2.294 -0.0297
Si 1.010 2.247 6.392 -0.0102
C 2.147 3.101 7.661 -0.0014
C 0.390 0.549 7.010 -0.0019
C -0.464 3.375 5.951 -0.0011
Si 3.409 4.135 3.666 -0.0068
C 1.849 5.216 3.769 0.0001
C 4.692 4.549 5.010 -0.0026
C 4.121 4.053 1.906 -0.0012
H 6.398 0.171 2.393 0.0001
H 6.172 1.836 2.874 0.0000
H 5.011 1.060 1.811 -0.0001
H 5.183 -2.077 3.609 0.0001
H 3.486 -1.766 3.334 -0.0002
H 4.076 -2.034 4.962 0.0000
H 6.419 0.284 5.952 0.0014
H 4.837 0.374 6.692 0.0001
H 5.557 1.805 5.996 0.0001
H 3.129 2.643 7.705 0.0001
H 1.714 3.033 8.655 -0.0004
H 2.272 4.156 7.445 0.0000
H 1.202 -0.026 7.441 0.0000
H -0.049 -0.029 6.204 0.0000
H -0.366 0.652 7.782 -0.0003
H -0.159 4.398 5.765 0.0000
H -1.188 3.401 6.761 -0.0001
H -0.972 3.010 5.067 0.0000
H 1.649 5.537 4.785 0.0001
H 0.980 4.684 3.395 0.0012
H 1.967 6.114 3.170 -0.0002
H 4.355 4.275 6.003 0.0000
H 4.879 5.619 5.018 -0.0005
H 5.645 4.063 4.837 0.0000
H 3.548 3.365 1.291 -0.0014
H 5.157 3.731 1.893 0.0000
H 4.084 5.026 1.426 0.0000
```

- Energy above the lowest of the compared OMol25 structures with the same formula, charge and spin: 341.5 kJ/mol
- HOMO-LUMO gap (spin up / spin down): 4.96 / 5.60 eV
- Total energy: -9229.56472 Ha
- Net charge: +2
- Multiplicity: 2

[4]
Density functional theory data (ωB97M-V/def2-TZVPD) for a cluster of 4 separate species, C25H53N3O7 in total in a non-equilibrium geometry.

Structure (XYZ):
```
88
Properties=species:S:1:pos:R:3:mulliken_charge:R:1
C 5.731 4.482 0.838 -0.6281
O 5.573 3.571 -0.275 -0.3717
C 4.933 4.155 -1.354 -0.7729
C 3.442 3.874 -1.318 -0.3441
N 3.376 2.413 -1.034 0.1864
H 2.662 1.792 -1.582 0.3133
H 4.289 1.991 -1.200 0.4263
C 3.005 2.023 0.350 -0.8624
C 1.759 2.702 0.935 -0.4163
O 2.052 3.978 1.411 -0.3607
C 0.857 4.787 1.525 -0.6938
H 6.059 3.739 1.561 0.2332
H 4.745 4.918 1.036 0.2827
H 6.574 5.184 0.655 0.3138
H 5.283 3.658 -2.273 0.4066
H 5.030 5.218 -1.530 0.4301
H 3.038 4.053 -2.321 0.3438
H 2.860 4.438 -0.597 0.2457
H 3.888 2.294 0.930 0.4103
H 2.914 0.931 0.313 0.2872
H 1.433 2.073 1.735 0.4922
H 0.894 2.720 0.227 0.2797
H 1.082 5.825 1.783 0.2833
H 0.176 4.394 2.278 0.2917
H 0.307 4.709 0.551 0.3146
C 1.600 -3.339 0.936 -1.3888
C 1.056 -4.454 0.123 1.4785
C -0.446 -4.169 -0.235 -1.4939
C -0.636 -2.965 -1.081 0.9327
C 0.048 -3.202 -2.418 -1.4557
C 1.595 -3.552 -2.299 1.3852
N 1.879 -4.377 -1.168 0.9835
O 2.797 -5.169 -1.241 -0.3999
C 2.351 -2.243 -2.029 -1.4936
C 1.977 -4.232 -3.615 -1.8141
C 1.183 -5.805 0.698 -1.8726
H 2.646 -3.484 1.242 0.3468
H 1.007 -3.214 1.838 0.3867
H 1.583 -2.366 0.414 0.0640
H -0.892 -4.075 0.739 0.6015
H -0.915 -5.012 -0.767 0.3751
H -0.278 -2.046 -0.602 -0.5933
H -1.689 -2.894 -1.270 0.1999
H -0.012 -2.398 -3.136 0.5340
H -0.394 -4.038 -2.978 0.5279
H 2.299 -1.830 -1.020 0.0963
H 2.009 -1.534 -2.759 0.4632
H 3.404 -2.322 -2.242 0.4956
H 1.564 -3.710 -4.445 0.4390
H 1.511 -5.188 -3.660 0.5207
H 3.049 -4.379 -3.819 0.3528
H 2.200 -6.104 0.966 0.4077
H 0.855 -6.553 -0.010 0.4851
H 0.558 -5.904 1.589 0.3828
C -6.089 -0.360 0.088 -1.7908
C -4.673 0.044 0.412 1.0927
C -4.495 1.460 -0.045 -1.3657
C -3.172 2.035 0.385 0.2479
C -3.287 2.219 1.913 -1.1802
C -3.572 0.955 2.697 1.5584
N -4.541 0.082 1.948 0.9231
O -5.351 -0.562 2.596 -0.3841
C -3.953 1.234 4.103 -1.7112
C -2.322 0.063 2.553 -1.2488
C -3.699 -0.901 -0.262 -1.2164
H -6.303 -1.396 0.380 0.4164
H -6.155 -0.329 -1.043 0.3835
H -6.854 0.274 0.498 0.4888
H -5.310 2.065 0.393 0.4674
H -4.719 1.417 -1.117 0.5801
H -2.974 3.060 -0.054 0.3738
H -2.298 1.460 0.085 -0.3738
H -4.037 2.959 2.120 0.4461
H -2.322 2.620 2.296 0.3399
H -3.170 1.901 4.470 0.4043
H -3.994 0.352 4.691 0.4276
H -4.915 1.704 4.113 0.4457
H -1.845 0.197 1.579 -0.1928
H -2.619 -0.975 2.674 0.3910
H -1.595 0.401 3.277 0.4664
H -3.680 -0.648 -1.300 0.4658
H -4.158 -1.891 -0.178 0.5661
H -2.668 -0.861 0.147 0.0058
O -0.684 0.137 -2.383 -0.5101
C 0.402 0.460 -1.553 0.8356
O 1.349 0.838 -2.249 -0.9930
O 0.298 0.269 -0.326 -0.7081
H -0.467 0.359 -3.303 0.3107
```

- HOMO-LUMO gap: 6.75 eV
- Total energy: -1674.60156 Ha
- Net charge: +2

[5]
Density functional theory data (ωB97M-V/def2-TZVPD) for a cluster of 4 separate species, C21H29F3N2O10PS3 in total in a non-equilibrium geometry.

Structure (XYZ):
```
69
Properties=species:S:1:pos:R:3:mulliken_charge:R:1
C 5.493 -2.861 0.817 -0.7042
P 5.783 -1.573 2.087 0.1265
C 7.463 -1.769 2.765 -1.0164
S 5.817 0.343 1.135 0.1226
C 4.358 0.367 0.064 0.0266
C 3.098 -0.076 0.790 -0.7177
C 1.927 -0.080 -0.195 -0.9093
S 0.427 -0.433 0.753 -0.0937
C -0.770 0.593 -0.017 0.1225
S -0.675 1.209 -1.505 -0.2142
N -1.867 0.813 0.836 0.2620
C -2.717 -0.114 1.406 -0.0061
C -3.594 0.617 2.120 -0.8424
N -3.326 1.958 2.017 -0.5751
C -2.295 2.048 1.247 -0.0887
C 7.197 0.487 -0.026 -0.5581
C 7.882 1.843 0.156 -0.1186
C 8.379 2.212 1.486 -0.4478
O 7.199 2.847 0.826 -0.4133
H 6.297 -3.595 0.802 0.5195
H 4.556 -3.343 1.091 0.3631
H 5.365 -2.461 -0.189 -0.0785
H 7.430 -1.448 3.804 0.3422
H 7.679 -2.838 2.756 0.3914
H 8.268 -1.264 2.233 0.3562
H 4.586 -0.207 -0.835 -0.3737
H 4.286 1.419 -0.220 0.6368
H 2.882 0.624 1.601 0.3975
H 3.196 -1.059 1.252 0.3992
H 2.056 -0.900 -0.902 0.3032
H 1.811 0.853 -0.740 0.5872
H -2.634 -1.174 1.243 0.4815
H -4.421 0.230 2.691 0.5146
H -1.802 2.947 0.916 0.4146
H 6.818 0.409 -1.045 0.4530
H 7.910 -0.310 0.176 0.4720
H 8.481 2.161 -0.694 0.4385
H 9.199 2.913 1.550 0.3216
H 7.930 1.805 2.383 0.2604
C -6.125 1.159 0.081 -0.3670
C -7.278 2.041 -0.352 0.5829
O -8.009 1.174 -1.208 -0.2934
C -7.781 -0.100 -0.804 0.6911
O -8.422 -1.041 -1.135 -0.5408
O -6.724 -0.143 0.042 -0.3321
F -6.866 3.117 -1.058 -0.3288
H -5.302 1.203 -0.635 0.1956
H -5.759 1.386 1.074 0.1551
H -7.924 2.379 0.457 0.1842
C 5.070 -3.842 -4.580 -0.4945
C 4.194 -4.239 -3.408 0.3204
O 4.410 -3.156 -2.502 -0.2239
C 4.740 -2.064 -3.237 0.5752
O 4.746 -0.951 -2.809 -0.5604
O 5.046 -2.408 -4.492 -0.3538
F 4.588 -5.386 -2.823 -0.2688
H 6.092 -4.195 -4.440 0.2920
H 4.694 -4.172 -5.543 0.2946
H 3.128 -4.301 -3.632 0.2879
C -11.565 1.207 0.090 -0.4376
C -12.521 1.993 0.964 0.3009
O -11.652 2.899 1.620 -0.3149
C -10.578 3.106 0.814 0.6827
O -9.779 3.969 0.955 -0.5090
O -10.541 2.177 -0.169 -0.2459
F -13.137 1.216 1.884 -0.2854
H -11.139 0.361 0.631 0.2612
H -12.003 0.861 -0.841 0.2914
H -13.278 2.558 0.418 0.2862
```

- HOMO-LUMO gap: 8.27 eV
- Total energy: -3514.75174 Ha
- Net charge: +1